# 1
20
Properties=species:S:1:pos:R:3:lowdin_charge:R:1 method="wB97M-V/def2-TZVPD" spin_multiplicity=1 e_above_lowest_ev=2.298 homo_ev=-8.81 charge=0 e_lumo_ev=0.686 smiles=CC[C@](O)(S)[C@H](C)O orbital_gap_ev=9.494
H -0.703 0.085 2.932 0.10
O -1.001 1.492 0.108 -0.01
H 0.868 -0.707 -1.788 0.12
H 1.040 0.101 2.836 0.05
H -1.324 1.933 -0.604 0.06
C 0.030 -0.039 -1.592 -0.25
C 0.076 -0.400 0.930 -0.43
H -0.875 -1.881 -1.130 0.08
H 1.987 -1.035 1.402 0.17
H 0.098 1.486 2.119 0.07
C -0.037 0.541 -0.221 -0.58
S 1.726 1.809 -0.096 0.63
C -1.120 -1.001 -1.761 -0.10
H -2.216 -0.622 -1.467 0.13
O 1.152 -1.346 0.808 -0.09
H -0.828 -1.036 1.000 0.15
C 0.189 0.382 2.274 -0.06
H 2.260 0.731 -0.673 -0.20
H -0.010 0.765 -2.278 0.10
H -1.312 -1.258 -2.799 0.07

# 2
20
Properties=species:S:1:pos:R:3:lowdin_charge:R:1 method="wB97M-V/def2-TZVPD" spin_multiplicity=1 e_above_lowest_ev=3.350 homo_ev=-8.91 charge=0 e_lumo_ev=0.595 orbital_gap_ev=9.506
H -1.556 -1.852 -0.820 0.09
O 0.597 -1.522 0.625 0.09
H 0.200 1.673 -1.883 0.10
C 0.077 -0.604 -0.212 -0.32
H 2.887 1.398 -0.131 0.08
H -0.307 -1.585 -2.057 0.11
O 0.862 0.975 -1.864 -0.02
H -2.790 -0.046 1.520 0.07
H -1.553 0.322 2.759 0.07
C 0.981 0.524 -0.526 -0.40
C -1.955 0.624 1.778 -0.19
H 2.980 -0.248 -0.776 0.09
C 2.432 0.409 -0.099 -0.02
H -1.444 -0.290 -1.670 0.09
C -0.877 -1.115 -1.251 0.01
H 2.509 0.020 0.914 0.08
O -0.981 0.648 0.779 -0.29
H -0.064 -2.198 0.824 0.13
H -2.382 1.631 1.890 0.08
H 0.385 1.239 0.200 0.16

# 3
20
Properties=species:S:1:pos:R:3:lowdin_charge:R:1 method="wB97M-V/def2-TZVPD" spin_multiplicity=1 e_above_lowest_ev=2.077 homo_ev=-9.28 charge=0 e_lumo_ev=0.776 smiles="C=C(O)/C=C/C.O.O" orbital_gap_ev=10.057
H -2.595 -0.785 -1.311 0.03
C 0.344 -0.041 -1.411 -0.43
C 0.201 1.030 0.802 -0.15
O 0.022 -1.863 1.882 -0.07
H 1.913 1.685 1.982 0.08
O -2.381 -1.653 -0.990 -0.04
H -0.871 1.087 0.702 0.11
H 2.039 0.509 -0.267 0.12
H 0.014 1.717 -2.629 0.06
H 0.303 -1.824 0.951 0.01
C 0.825 1.668 2.018 -0.09
H 0.480 1.121 2.898 0.07
H 0.451 2.689 2.107 0.07
C -0.088 0.661 -2.453 0.06
H -0.419 -1.840 -1.781 0.10
H -0.443 0.036 -3.273 0.07
C 0.961 0.487 -0.141 -0.08
H 0.848 -1.755 2.381 0.05
H -1.934 -1.518 -0.143 0.04
O 0.329 -1.411 -1.324 -0.01

# 4
20
Properties=species:S:1:pos:R:3:lowdin_charge:R:1 method="wB97M-V/def2-TZVPD" spin_multiplicity=1 e_above_lowest_ev=7.654 homo_ev=-7.10 charge=0 e_lumo_ev=-3.635 orbital_gap_ev=3.465
H -0.438 2.095 2.238 0.14
H -4.029 0.759 1.102 0.12
C -0.785 0.855 0.872 -0.30
H 1.428 -0.031 -1.486 0.08
H 2.102 -2.424 -1.795 -0.03
O 1.624 -2.205 -0.989 -0.31
H -3.477 -0.931 0.790 0.10
H -3.277 0.267 -0.454 0.11
O 0.039 1.675 1.511 0.14
C 1.007 0.786 -0.874 -0.08
C -2.004 0.553 1.143 0.18
H 2.405 -1.486 -0.406 -0.06
H 4.000 -0.902 0.279 -0.05
C -3.270 0.126 0.628 -0.03
H 1.753 1.072 -0.148 0.06
O 3.056 -0.737 0.305 -0.31
H 0.206 -0.894 0.168 0.12
H 0.775 1.556 -1.619 0.09
H -0.955 -0.171 -0.991 0.13
C -0.160 0.036 -0.275 -0.11

# 5
20
Properties=species:S:1:pos:R:3:lowdin_charge:R:1 method="wB97M-V/def2-TZVPD" spin_multiplicity=1 e_above_lowest_ev=0.467 homo_ev=-10.23 charge=0 e_lumo_ev=0.807 smiles="CCCCC(=O)O.O" orbital_gap_ev=11.039
H 0.129 2.229 -0.826 0.11
H 0.856 0.260 -2.216 0.12
H -0.609 -0.850 0.801 0.01
O 2.626 1.165 -0.879 0.09
H 0.004 -2.490 1.279 0.01
C 0.533 0.169 -1.188 -0.10
C -0.458 1.310 -0.854 -0.19
H -2.328 1.585 0.186 0.10
H -1.001 1.512 -1.792 0.11
H 0.098 -0.828 -1.071 0.11
C -1.537 -0.316 0.872 -0.10
O 0.460 -3.094 0.682 -0.06
H 3.349 1.378 -0.276 0.12
H 0.764 -3.806 1.251 0.04
C -1.357 1.106 0.351 -0.25
H -1.010 1.746 1.164 0.10
O 1.953 -0.200 0.760 0.11
C 1.747 0.302 -0.307 -0.52
H -1.988 -0.354 1.865 0.08
H -2.233 -0.823 0.200 0.09

# 6
21
Properties=species:S:1:pos:R:3:lowdin_charge:R:1 method="wB97M-V/def2-TZVPD" spin_multiplicity=1 e_above_lowest_ev=0.907 homo_ev=-8.43 charge=0 e_lumo_ev=0.898 smiles=C1OCOCO1.CSC orbital_gap_ev=9.325
H 3.744 -1.157 -0.139 0.04
O -1.376 2.730 -0.761 -0.06
H 0.954 -2.485 -1.043 0.03
C -1.532 2.762 0.637 -0.23
H 3.319 -0.656 1.527 0.03
H -2.622 0.425 0.989 0.14
H -2.603 2.843 0.903 0.14
H -3.055 1.565 -1.101 0.14
H 1.274 -4.193 -0.611 0.03
H 2.141 -0.433 0.196 0.03
O -0.959 1.632 1.251 -0.06
H -1.781 1.511 -2.354 0.15
S 2.270 -2.729 0.986 0.70
O -1.394 0.401 -0.679 -0.06
H -1.052 -0.410 1.167 0.15
H 2.558 -3.209 -1.379 0.04
H -1.019 3.664 1.023 0.15
C 1.718 -3.185 -0.665 -0.45
C -1.550 0.471 0.718 -0.23
C 2.925 -1.098 0.596 -0.45
C -1.960 1.551 -1.262 -0.23

# 7
21
Properties=species:S:1:pos:R:3:lowdin_charge:R:1 method="wB97M-V/def2-TZVPD" s_squared=2.002 spin_multiplicity=3 e_above_lowest_ev=5.389 homo_ev="-9.92 / -11.79" charge=+1 e_lumo_ev="-3.311 / -4.562" orbital_gap_ev="6.612 / 7.226"
C -1.087 -1.527 0.947 -0.18
C 1.562 0.791 0.439 0.08
H 2.965 2.806 -1.746 0.08
H -3.311 -1.371 2.333 0.11
O 3.158 0.752 -1.423 -0.24
O -2.146 -0.603 0.792 -0.41
C 2.858 1.838 -2.264 -0.19
H -1.393 -2.512 0.559 0.15
H 1.493 1.863 0.717 0.05
O 0.326 0.352 0.374 -0.28
H 3.316 0.890 -0.318 0.15
H -0.017 -1.203 -0.908 0.15
H -0.835 -1.628 2.016 0.15
H 1.800 1.811 -2.583 0.07
Tm -2.091 1.912 0.407 1.11
C -3.391 -1.081 1.275 -0.09
C 0.116 -1.062 0.172 -0.13
H 3.511 1.790 -3.144 0.08
H 1.003 -1.612 0.504 0.15
H -4.117 -0.264 1.176 0.07
H -3.720 -1.943 0.676 0.11

# 8
19
Properties=species:S:1:pos:R:3:lowdin_charge:R:1 method="wB97M-V/def2-TZVPD" spin_multiplicity=1 e_above_lowest_ev=1.052 homo_ev=-8.67 charge=0 e_lumo_ev=0.877 smiles=CSCCCCO orbital_gap_ev=9.547
H 0.615 -1.362 2.742 0.03
C 1.023 0.293 -0.369 -0.24
H 0.340 -1.618 -1.217 0.11
H 0.958 2.314 0.416 0.06
C -0.106 -0.689 -0.868 -0.21
S 0.896 1.099 2.369 0.80
H -1.071 0.973 -1.791 0.11
C -1.129 -0.120 -1.788 -0.24
C 0.518 1.342 0.628 -0.53
H -0.505 -1.118 0.062 0.09
H 1.491 0.755 -1.241 0.11
H 1.696 -0.472 0.020 0.10
C 0.039 -0.447 2.779 -0.41
H -2.161 -0.453 -1.663 0.12
H -0.563 1.437 0.480 0.07
H 0.064 -0.730 -3.240 0.07
H -0.415 -0.260 3.750 0.02
H -0.832 -0.510 2.124 0.02
O -0.855 -0.435 -3.193 -0.10

# 9
19
Properties=species:S:1:pos:R:3:lowdin_charge:R:1 method="wB97M-V/def2-TZVPD" spin_multiplicity=1 e_above_lowest_ev=1.794 homo_ev=-9.31 charge=0 e_lumo_ev=0.684 smiles=CC(C)(C)[C@@H](O)S orbital_gap_ev=9.990
C 0.412 -0.203 -1.539 -0.05
C 0.449 -1.547 0.711 -0.09
S -2.494 -0.776 0.511 0.80
H 1.241 0.972 1.580 0.10
H -1.533 2.441 0.231 0.09
C -1.094 0.367 0.514 -0.61
H 0.401 -1.210 -1.958 0.07
H -0.461 0.468 -1.855 0.09
H 0.988 1.844 0.101 0.05
H 1.437 0.281 -1.851 0.11
H -2.203 -1.105 -0.747 -0.11
H 1.615 -1.643 0.723 0.12
H -0.057 -1.487 1.761 0.10
C 0.219 -0.192 -0.007 -0.65
C 1.275 0.888 0.453 -0.08
O -1.549 1.648 -0.389 -0.20
H -0.021 -2.352 0.225 0.04
H -0.921 0.901 1.538 0.14
H 2.295 0.704 -0.001 0.10

# 10
20
Properties=species:S:1:pos:R:3:lowdin_charge:R:1 method="wB97M-V/def2-TZVPD" spin_multiplicity=1 e_above_lowest_ev=2.593 homo_ev=-8.21 charge=0 e_lumo_ev=0.622 smiles="C=C(C)SC.CSO" orbital_gap_ev=8.828
H 1.881 1.118 -2.383 0.04
H 2.148 -0.026 -0.152 0.04
H 0.379 1.037 -3.190 0.05
O -2.968 -1.356 -0.499 -0.44
H -3.193 -1.271 -1.389 -0.02
H -0.857 -2.531 1.508 0.04
S -1.318 -1.237 -0.497 0.83
C 0.821 1.456 0.576 -0.76
C 0.149 2.061 1.840 -0.10
C 1.562 0.418 0.607 -0.10
H 0.762 1.765 2.725 0.08
H 0.618 -0.073 -1.819 -0.06
C 0.812 0.892 -2.183 -0.39
H -0.839 1.569 2.050 0.09
S 0.362 2.197 -0.943 0.84
H -1.603 -3.397 0.069 0.04
H 1.718 -0.171 1.557 0.09
H 0.129 -2.877 0.037 -0.02
C -0.799 -2.741 0.439 -0.32
H 0.238 3.166 1.647 0.08